Entry 1:
ORCA calculation (ωB97M-V with the def2-TZVPD basis set) on a molecular structure, C23H21CsF6N6O4S2.

Computed properties:
Net charge: -2
Orbital gap, eV: 4.4
Relative energy (zero: lowest compared OMol25 entry of this formula, charge and spin), kJ/mol: 0.0
Energy, Eh: -2934.254633
Highest occupied orbital energy, eV: -0.43

Geometry (Å):
Cs: -2.454 0.796 -0.039
C: 4.566 3.676 -3.479
C: 3.735 2.869 -2.518
C: 4.114 2.683 -1.183
C: 3.336 1.984 -0.289
C: 2.075 1.415 -0.643
N: 1.242 0.811 0.225
C: 1.801 0.165 1.294
C: 2.856 -0.767 1.147
C: 3.357 -1.497 2.205
C: 2.851 -1.355 3.498
C: 3.356 -2.189 4.645
C: 1.836 -0.426 3.671
C: 1.334 0.317 2.613
N: 0.361 1.317 2.903
C: 0.627 2.618 3.133
C: -0.578 3.254 3.318
C: -1.536 2.236 3.157
N: -0.963 1.063 2.921
C: 1.745 1.582 -2.014
C: 2.540 2.284 -2.903
N: 0.585 0.921 -2.525
C: 0.507 -0.393 -2.817
C: -0.745 -0.627 -3.343
C: -1.356 0.636 -3.310
N: -0.557 1.569 -2.807
H: 5.598 3.756 -3.130
H: 4.182 4.694 -3.599
H: 4.585 3.218 -4.471
H: 5.052 3.107 -0.834
H: 3.666 1.873 0.737
H: 3.261 -0.911 0.153
H: 4.157 -2.209 2.023
H: 4.357 -2.573 4.438
H: 2.706 -3.049 4.832
H: 3.402 -1.608 5.569
H: 1.414 -0.255 4.656
H: 1.641 2.980 3.127
H: -0.751 4.300 3.502
H: -2.612 2.314 3.143
H: 2.200 2.360 -3.932
H: 1.335 -1.050 -2.614
H: -1.170 -1.569 -3.644
H: -2.350 0.911 -3.630
F: -2.129 -4.335 1.896
C: -2.929 -4.575 0.856
F: -2.490 -5.678 0.244
F: -4.156 -4.821 1.332
S: -2.923 -3.121 -0.314
O: -2.661 -1.997 0.551
O: -1.962 -3.468 -1.320
N: -4.414 -3.006 -0.822
S: -5.042 -3.889 -1.958
O: -6.467 -3.730 -1.944
O: -4.490 -5.210 -2.085
C: -4.552 -3.038 -3.529
F: -4.647 -1.709 -3.421
F: -5.370 -3.427 -4.521
F: -3.304 -3.338 -3.892
C: -4.329 3.244 1.369
H: -5.115 3.203 2.143
H: -4.780 3.737 0.488
H: -3.548 3.931 1.740

Atomic partial charges in e from the Mulliken method, atoms 1 to 5: atom 1 (Cs): 0.79, atom 2 (C): -1.46, atom 3 (C): 0.78, atom 4 (C): -1.15, atom 5 (C): -0.16

Entry 2:
ORCA calculation (ωB97M-V with the def2-TZVPD basis set) on a molecular structure, C23H21F3N4O4PdS.

Computed properties:
Net charge: 0
Orbital gap (alpha / beta), eV: 6.6 / 6.3
Relative energy (zero: lowest compared OMol25 entry of this formula, charge and spin), kJ/mol: 22.7
Energy, Eh: -2234.723328
Highest occupied orbital energy (alpha / beta), eV: -6.48 / -8.29
Multiplicity: 3

Geometry (Å):
Pd: 0.393 0.009 -0.325
C: 0.499 0.630 3.630
O: -0.167 0.294 2.424
C: -1.513 0.345 2.387
C: -2.298 0.869 3.401
C: -3.683 0.786 3.329
C: -4.299 0.166 2.249
C: -3.532 -0.340 1.220
C: -2.134 -0.231 1.247
N: -1.346 -0.700 0.224
N: -1.964 -1.481 -0.679
C: -1.266 -2.419 -1.301
C: 0.155 -2.689 -1.097
O: 0.887 -1.973 -0.326
C: 0.758 -3.770 -1.815
C: 0.058 -4.527 -2.687
C: -1.334 -4.273 -2.946
C: -2.050 -5.050 -3.867
C: -3.381 -4.801 -4.118
C: -4.034 -3.764 -3.446
C: -3.350 -2.996 -2.531
C: -1.992 -3.230 -2.269
H: 0.460 1.707 3.813
H: 1.530 0.314 3.493
H: 0.067 0.097 4.480
H: -1.837 1.339 4.257
H: -4.279 1.206 4.129
H: -5.377 0.090 2.205
H: -3.986 -0.801 0.357
H: 1.811 -3.940 -1.633
H: 0.544 -5.331 -3.225
H: -1.538 -5.852 -4.384
H: -3.920 -5.408 -4.833
H: -5.080 -3.568 -3.642
H: -3.849 -2.197 -2.001
F: 5.340 -0.730 0.470
C: 4.639 0.046 -0.356
F: 4.777 -0.436 -1.592
F: 5.210 1.277 -0.335
C: 3.160 0.184 0.083
O: 2.916 0.090 1.282
O: 2.375 0.482 -0.867
S: -0.329 2.240 -0.613
C: 0.939 3.201 0.038
N: 1.759 2.794 0.993
C: 2.938 3.546 1.420
C: 3.358 4.512 0.328
C: 2.157 5.346 -0.082
N: 1.055 4.454 -0.422
H: 1.764 1.796 1.201
H: 3.722 2.821 1.630
H: 2.713 4.084 2.345
H: 3.723 3.945 -0.531
H: 4.163 5.156 0.680
H: 2.386 5.948 -0.960
H: 1.862 6.022 0.725
H: 0.420 4.711 -1.158

Atomic partial charges in e from the Mulliken method, atoms 1 to 5: atom 1 (Pd): 0.68, atom 2 (C): -1.24, atom 3 (O): -0.04, atom 4 (C): 0.85, atom 5 (C): -0.68

Entry 3:
ORCA calculation (ωB97M-V with the def2-TZVPD basis set) on 2 unconnected molecules or ions with the total composition C23H21F6N3O2 at a distorted geometry.

Computed properties:
Net charge: 0
Orbital gap, eV: 4.0
Energy, Eh: -1802.883174
Highest occupied orbital energy, eV: -7.02

Geometry (Å):
N: 1.556 -3.840 -1.137
C: 0.485 -4.679 -1.102
O: -0.684 -4.355 -1.184
C: 0.943 -6.055 -0.952
C: 2.269 -6.020 -0.901
C: 2.664 -4.620 -1.013
O: 3.815 -4.230 -0.993
H: 0.306 -6.923 -0.893
H: 2.944 -6.854 -0.796
C: 1.027 0.910 5.703
N: 2.155 0.967 4.776
C: 3.209 1.918 5.164
C: 2.769 3.361 4.875
F: 3.754 4.193 5.261
F: 2.542 3.478 3.556
F: 1.642 3.608 5.563
C: 1.918 0.699 3.396
C: 2.706 -0.203 2.662
C: 2.436 -0.466 1.348
C: 1.367 0.164 0.672
C: 1.109 -0.204 -0.671
C: 0.057 0.143 -1.552
C: 0.061 -0.404 -2.855
C: -0.939 -0.136 -3.748
C: -2.009 0.708 -3.403
N: -3.073 1.011 -4.309
C: -3.189 2.378 -4.813
C: -4.356 0.295 -4.182
C: -5.210 0.832 -3.022
F: -6.415 0.234 -3.068
F: -4.590 0.545 -1.866
F: -5.338 2.162 -3.160
C: -2.021 1.256 -2.116
C: -1.041 0.966 -1.216
C: 0.639 1.130 1.404
C: 0.884 1.363 2.725
H: 0.344 0.119 5.404
H: 1.382 0.708 6.709
H: 0.489 1.854 5.704
H: 3.438 1.807 6.223
H: 4.119 1.703 4.606
H: 3.519 -0.703 3.154
H: 3.038 -1.173 0.803
H: 1.814 -0.907 -1.080
H: 0.869 -1.059 -3.129
H: -0.916 -0.573 -4.729
H: -2.199 2.800 -4.967
H: -3.732 2.388 -5.753
H: -3.719 2.998 -4.095
H: -4.914 0.370 -5.114
H: -4.158 -0.763 -4.006
H: -2.861 1.866 -1.827
H: -1.178 1.330 -0.222
H: -0.057 1.779 0.918
H: 0.331 2.122 3.251

Atomic partial charges in e from the Mulliken method, atoms 1 to 5: atom 1 (N): -0.08, atom 2 (C): 0.23, atom 3 (O): -0.68, atom 4 (C): -0.43, atom 5 (C): -0.43

Entry 4:
ORCA calculation (ωB97M-V with the def2-TZVPD basis set) on a molecular structure, C23H21N11ORuS3.

Computed properties:
Net charge: +1
Orbital gap (alpha / beta), eV: 5.5 / 5.4
Relative energy (zero: lowest compared OMol25 entry of this formula, charge and spin), kJ/mol: 384.9
Energy, Eh: -2855.831747
Highest occupied orbital energy (alpha / beta), eV: -9.63 / -9.75
Multiplicity: 2

Geometry (Å):
Ru: -0.048 -0.857 -1.034
C: 0.776 -0.890 -6.126
S: 1.763 -2.033 -5.144
C: 1.335 -1.622 -3.514
S: 0.325 -0.270 -3.157
N: 1.913 -2.385 -2.629
N: 1.725 -2.008 -1.317
C: 2.675 -2.471 -0.587
C: 2.962 -2.248 0.818
C: 4.257 -2.567 1.234
C: 4.693 -2.292 2.509
C: 3.808 -1.700 3.401
C: 2.528 -1.447 2.987
N: 2.113 -1.707 1.723
H: 0.938 -1.197 -7.158
H: 1.107 0.138 -6.002
H: -0.280 -0.982 -5.884
H: 3.436 -3.047 -1.105
H: 4.920 -3.016 0.508
H: 5.702 -2.539 2.809
H: 4.087 -1.469 4.419
H: 1.758 -1.081 3.648
S: -3.074 5.799 0.678
N: -1.676 5.139 1.149
C: -1.584 3.957 0.551
C: -0.495 3.031 0.676
C: 0.641 3.225 1.553
C: 1.422 2.177 1.836
C: 1.205 0.853 1.154
N: 0.463 0.946 -0.096
C: -0.535 1.873 -0.064
C: -1.743 1.519 -0.787
N: -1.790 0.244 -1.224
C: -2.868 -0.195 -1.861
C: -3.971 0.629 -2.080
C: -3.960 1.922 -1.604
C: -2.830 2.383 -0.926
C: -2.719 3.665 -0.267
N: -3.628 4.625 -0.276
H: 0.811 4.199 1.995
H: 2.279 2.271 2.493
H: 2.187 0.435 0.933
H: -2.824 -1.228 -2.183
H: -4.826 0.234 -2.609
H: -4.809 2.581 -1.734
C: -0.740 -3.685 -0.963
O: -1.034 -2.429 -1.533
H: -1.643 -4.103 -0.510
H: 0.026 -3.626 -0.183
H: -0.395 -4.377 -1.739
N: -1.120 1.461 3.691
C: -1.629 0.649 2.741
N: -2.968 0.674 2.570
N: -0.968 -0.237 2.043
C: 0.334 -0.317 1.763
N: 0.751 -1.555 1.469
H: -1.710 2.178 4.081
H: -0.142 1.699 3.629
H: -3.569 1.137 3.229
H: -3.362 -0.062 2.009

Atomic partial charges in e from the Mulliken method, atoms 1 to 5: atom 1 (Ru): -0.08, atom 2 (C): -0.87, atom 3 (S): 0.02, atom 4 (C): 0.55, atom 5 (S): -0.29

Entry 5:
ORCA calculation (ωB97M-V with the def2-TZVPD basis set) on a single C23H21N3O4 molecule at a distorted geometry.

Computed properties:
Net charge: 0
Orbital gap, eV: 7.8
SMILES: COc1cccc(CN(C)C(=O)c2cc(COc3ccc4ncccc4c3)on2)c1
Relative energy (zero: lowest compared OMol25 entry of this formula, charge and spin), kJ/mol: 2298.0
Energy, Eh: -1353.483738
Highest occupied orbital energy, eV: -7.92

Geometry (Å):
C: -0.313 -1.842 -1.825
O: -1.090 -2.504 -1.144
C: -2.251 -1.994 -0.563
C: -3.219 -2.738 0.120
C: -4.285 -2.183 0.712
C: -4.608 -0.974 0.892
C: -3.724 -0.127 0.036
C: -3.917 1.265 -0.229
N: -2.717 2.277 -0.417
C: -2.739 2.664 -1.765
C: -1.795 2.197 0.370
O: -2.076 1.810 1.766
C: -0.356 2.439 0.201
C: 0.582 2.680 1.042
C: 1.749 2.844 0.524
C: 3.214 2.892 0.864
O: 3.898 1.865 0.266
C: 3.523 0.687 -0.163
C: 4.142 -0.434 -0.900
C: 3.840 -1.573 -1.007
C: 2.745 -2.195 -0.366
N: 2.428 -3.341 -0.493
C: 1.481 -3.986 0.346
C: 0.664 -3.258 1.365
C: 1.132 -1.758 1.452
C: 2.154 -1.533 0.730
C: 2.635 0.014 0.881
O: 1.577 2.910 -0.965
N: 0.101 2.621 -0.969
C: -2.544 -0.780 -0.804
H: 0.266 -1.049 -1.341
H: 0.271 -2.475 -2.193
H: -0.845 -1.367 -2.830
H: -2.909 -3.862 0.288
H: -4.983 -2.629 1.435
H: -5.477 -0.316 1.121
H: -4.612 1.535 -0.839
H: -4.183 1.654 0.887
H: -2.813 1.762 -2.498
H: -1.776 3.231 -2.021
H: -3.275 3.381 -1.969
H: 0.373 2.739 2.347
H: 3.781 3.653 0.723
H: 3.145 2.685 2.131
H: 4.903 0.077 -1.479
H: 4.333 -2.044 -1.716
H: 1.217 -4.972 -0.100
H: -0.063 -3.669 2.064
H: 0.557 -1.273 2.232
H: 1.950 0.702 1.752
H: -1.878 0.119 -1.325

Atomic partial charges in e from the Mulliken method, atoms 1 to 5: atom 1 (C): -1.03, atom 2 (O): -0.37, atom 3 (C): 0.86, atom 4 (C): -0.72, atom 5 (C): -0.51

Entry 6:
ORCA calculation (ωB97M-V with the def2-TZVPD basis set) on a molecular structure, C23H21N3O4PbSi.

Computed properties:
Net charge: +2
Orbital gap, eV: 7.1
Energy, Eh: -1836.249305
Highest occupied orbital energy, eV: -14.07

Geometry (Å):
Pb: -1.165 1.190 -0.657
O: -3.790 2.396 2.830
C: -2.904 1.974 1.976
O: -3.071 1.950 0.763
C: -1.632 1.498 2.595
C: -1.385 1.524 3.956
C: -0.155 1.063 4.412
C: 0.772 0.593 3.497
C: 0.430 0.582 2.150
N: -0.742 1.029 1.717
C: 1.371 -0.026 1.137
O: 2.535 -0.165 1.359
O: 0.744 -0.434 0.014
H: -4.615 2.688 2.412
H: -2.139 1.896 4.635
H: 0.068 1.059 5.470
H: 1.745 0.227 3.795
C: 2.323 3.051 -0.339
C: 1.066 3.840 -0.256
N: -0.178 3.386 -0.364
C: -1.020 4.484 -0.259
C: -0.273 5.598 -0.076
N: 1.033 5.171 -0.073
H: 2.116 1.985 -0.349
H: 2.975 3.272 0.506
H: 2.871 3.295 -1.250
H: -2.091 4.384 -0.325
H: -0.553 6.630 0.039
H: 1.842 5.762 0.032
C: -3.744 -3.073 -0.429
C: -2.930 -3.666 0.525
C: -1.562 -3.424 0.527
C: -0.978 -2.596 -0.431
C: -1.808 -2.052 -1.422
C: -3.180 -2.275 -1.416
Si: 0.859 -2.219 -0.357
C: 1.875 -2.556 -1.857
C: 2.888 -3.516 -1.758
C: 3.608 -3.896 -2.878
C: 3.329 -3.322 -4.110
C: 2.335 -2.358 -4.221
C: 1.614 -1.977 -3.104
H: -4.809 -3.261 -0.424
H: -3.361 -4.327 1.265
H: -0.942 -3.900 1.278
H: -1.358 -1.575 -2.289
H: -3.804 -1.855 -2.196
H: 1.431 -2.697 0.902
H: 3.114 -3.970 -0.799
H: 4.390 -4.638 -2.789
H: 3.888 -3.627 -4.984
H: 2.123 -1.903 -5.179
H: 0.841 -1.221 -3.203

Atomic partial charges in e from the Mulliken method, atoms 1 to 5: atom 1 (Pb): 1.31, atom 2 (O): -0.39, atom 3 (C): 0.27, atom 4 (O): -0.59, atom 5 (C): 0.44

Entry 7:
ORCA calculation (ωB97M-V with the def2-TZVPD basis set) on a single C23H21N3O5S molecule.

Computed properties:
Net charge: 0
Orbital gap, eV: 8.3
SMILES: CCc1ccccc1NS(=O)(=O)c1ccc2[nH]cc(C(=O)NCc3ccco3)c(=O)c2c1
Relative energy (zero: lowest compared OMol25 entry of this formula, charge and spin), kJ/mol: 23.4
Energy, Eh: -1827.743303
Highest occupied orbital energy, eV: -8.56

Geometry (Å):
C: -1.894 -3.357 0.606
C: -2.891 -3.007 -0.502
C: -2.564 -1.710 -1.183
C: -1.417 -1.621 -1.968
C: -1.084 -0.463 -2.642
C: -1.923 0.637 -2.573
C: -3.066 0.571 -1.802
C: -3.383 -0.584 -1.090
N: -4.524 -0.588 -0.252
S: -4.280 -0.238 1.384
O: -3.823 -1.400 2.073
O: -5.494 0.389 1.819
C: -2.963 0.972 1.299
C: -3.283 2.323 1.292
C: -2.305 3.253 1.022
C: -1.008 2.828 0.704
N: -0.036 3.732 0.370
C: 1.200 3.330 0.016
C: 1.582 2.026 -0.033
C: 2.997 1.776 -0.466
O: 3.741 2.703 -0.741
N: 3.343 0.482 -0.544
C: 4.686 0.058 -0.882
C: 5.280 -0.766 0.211
C: 5.301 -2.116 0.413
C: 5.966 -2.322 1.646
C: 6.294 -1.084 2.102
O: 5.882 -0.138 1.243
C: 0.647 0.972 0.325
O: 0.901 -0.229 0.308
C: -0.690 1.459 0.709
C: -1.688 0.538 1.033
H: -2.089 -2.746 1.482
H: -2.009 -4.400 0.891
H: -0.869 -3.197 0.278
H: -2.876 -3.797 -1.259
H: -3.892 -2.953 -0.075
H: -0.777 -2.486 -2.049
H: -0.181 -0.420 -3.232
H: -1.686 1.542 -3.113
H: -3.727 1.425 -1.736
H: -5.245 0.043 -0.574
H: -4.300 2.613 1.507
H: -2.532 4.309 1.027
H: -0.264 4.716 0.382
H: 1.920 4.094 -0.246
H: 2.656 -0.214 -0.264
H: 5.273 0.968 -1.034
H: 4.664 -0.529 -1.807
H: 4.899 -2.867 -0.235
H: 6.169 -3.260 2.120
H: 6.803 -0.756 2.986
H: -1.442 -0.511 1.054

Atomic partial charges in e from the Mulliken method, atoms 1 to 5: atom 1 (C): -1.05, atom 2 (C): -0.92, atom 3 (C): 0.43, atom 4 (C): -0.16, atom 5 (C): -0.71

Entry 8:
ORCA calculation (ωB97M-V with the def2-TZVPD basis set) on a molecular structure, C23H22AuN6OSeSi at a distorted geometry.

Computed properties:
Net charge: -1
Orbital gap (alpha / beta), eV: 5.5 / 7.1
Relative energy (zero: lowest compared OMol25 entry of this formula, charge and spin), kJ/mol: 106.0
Energy, Eh: -4119.938221
Highest occupied orbital energy (alpha / beta), eV: -3.28 / -5.32
Multiplicity: 3

Geometry (Å):
Au: -0.236 -0.883 -0.865
C: -0.943 -4.451 -1.271
C: -1.268 -3.835 0.065
C: -1.560 -4.594 1.163
C: -1.865 -3.930 2.382
C: -1.840 -2.567 2.430
C: -1.514 -1.791 1.258
N: -1.267 -2.488 0.111
N: -1.339 -0.477 1.269
Si: -2.748 0.508 1.352
C: -2.886 1.229 3.091
C: -2.626 1.979 0.207
C: -4.306 -0.475 0.979
H: -1.755 -5.100 -1.600
H: -0.032 -5.049 -1.210
H: -0.796 -3.670 -2.015
H: -1.562 -5.672 1.076
H: -2.092 -4.503 3.273
H: -2.010 -2.024 3.350
H: -1.988 1.813 3.309
H: -2.970 0.448 3.850
H: -3.755 1.888 3.195
H: -1.725 2.553 0.439
H: -3.494 2.632 0.337
H: -2.565 1.668 -0.837
H: -4.474 -1.269 1.710
H: -4.244 -0.929 -0.013
H: -5.173 0.191 0.997
Se: 4.900 0.419 -0.806
N: 5.272 -0.883 0.390
C: 4.125 -1.497 0.636
C: 3.976 -2.589 1.505
C: 2.699 -3.130 1.637
C: 1.633 -2.600 0.946
N: 1.696 -1.541 0.102
C: 2.928 -0.974 -0.084
N: 3.151 0.022 -0.899
H: 4.836 -2.979 2.033
H: 2.508 -3.974 2.286
H: 0.669 -3.055 1.098
O: -1.865 -0.494 -1.895
N: 3.409 7.998 -3.420
C: 2.971 6.968 -3.154
C: 2.419 5.684 -2.823
C: 1.193 5.600 -2.165
C: 0.662 4.364 -1.850
C: 1.342 3.189 -2.185
C: 2.573 3.286 -2.843
C: 3.109 4.519 -3.160
C: 0.811 1.907 -1.859
C: 0.483 0.800 -1.516
H: 0.663 6.507 -1.905
H: -0.289 4.290 -1.340
H: 3.098 2.375 -3.096
H: 4.062 4.589 -3.668

Atomic partial charges in e from the Mulliken method, atoms 1 to 5: atom 1 (Au): 1.11, atom 2 (C): -1.59, atom 3 (C): 0.55, atom 4 (C): -0.53, atom 5 (C): -0.38